# 1
ORCA calculation (the ωB97M-V functional and the def2-TZVPD basis) on a molecular structure, C46H110N4O16 at a distorted geometry.

Cartesian coordinates (Å):
O1 -3.86 -3.48 1.76
H1 -4.13 -2.56 1.86
H2 -3.06 -3.54 2.31
O2 -1.68 -3.58 3.68
H3 -1.82 -3.64 4.63
H4 -1.10 -4.32 3.45
C1 1.59 -0.93 4.23
C2 1.80 0.47 3.61
C3 2.43 1.35 4.69
C4 3.02 2.66 4.20
C5 3.85 2.46 2.94
C6 3.21 1.60 1.83
N1 2.65 0.39 2.42
O3 2.19 -0.58 1.51
C7 2.21 2.41 1.01
C8 4.36 1.15 0.90
C9 0.39 1.03 3.30
H5 0.91 -1.50 3.60
H6 1.20 -0.82 5.24
H7 2.57 -1.40 4.33
H8 1.62 1.62 5.37
H9 3.14 0.78 5.30
H10 3.70 3.10 4.94
H11 2.34 3.52 4.14
H12 4.87 2.14 3.17
H13 4.04 3.41 2.43
H14 1.58 3.09 1.59
H15 2.73 3.07 0.31
H16 1.61 1.70 0.43
H17 5.07 0.53 1.43
H18 3.92 0.56 0.09
H19 4.72 2.04 0.38
H20 0.52 2.07 2.99
H21 -0.25 0.98 4.18
H22 -0.06 0.56 2.43
H23 1.32 -0.27 1.20
C10 2.30 -3.95 1.79
C11 3.53 -4.43 1.02
C12 3.02 -5.36 -0.10
C13 4.11 -5.66 -1.14
C14 4.57 -4.33 -1.76
C15 5.11 -3.38 -0.70
N2 4.14 -3.25 0.38
O4 4.54 -2.28 1.33
C16 6.52 -3.84 -0.25
C17 5.27 -1.98 -1.31
C18 4.45 -5.19 1.97
H24 1.75 -4.74 2.30
H25 1.62 -3.43 1.11
H26 2.57 -3.17 2.52
H27 2.75 -6.32 0.37
H28 2.11 -5.01 -0.59
H29 3.71 -6.29 -1.93
H30 4.94 -6.11 -0.59
H31 3.78 -3.86 -2.36
H32 5.32 -4.56 -2.53
H33 6.92 -3.09 0.44
H34 6.51 -4.75 0.34
H35 7.19 -3.94 -1.09
H36 5.79 -2.08 -2.27
H37 4.29 -1.53 -1.49
H38 5.83 -1.27 -0.70
H39 5.16 -5.88 1.49
H40 3.85 -5.86 2.60
H41 5.04 -4.53 2.59
H42 3.79 -1.67 1.28
C19 2.12 -0.36 -1.75
C20 0.80 -1.07 -2.00
C21 1.12 -2.54 -2.30
C22 -0.06 -3.50 -2.24
C23 -0.91 -3.36 -0.99
C24 -1.19 -1.92 -0.58
N3 -0.02 -1.06 -0.79
O5 -0.24 0.27 -0.33
C25 -2.40 -1.39 -1.38
C26 -1.54 -1.94 0.88
C27 0.11 -0.41 -3.21
H43 2.80 -0.44 -2.60
H44 2.64 -0.91 -0.95
H45 1.99 0.67 -1.45
H46 1.56 -2.66 -3.30
H47 1.90 -2.87 -1.60
H48 0.29 -4.53 -2.36
H49 -0.64 -3.30 -3.14
H50 -0.50 -3.93 -0.15
H51 -1.83 -3.91 -1.20
H52 -2.23 -1.19 -2.44
H53 -3.27 -2.06 -1.35
H54 -2.81 -0.48 -0.94
H55 -1.92 -0.98 1.26
H56 -2.38 -2.59 1.15
H57 -0.62 -2.17 1.42
H58 -0.47 -1.09 -3.84
H59 0.85 0.04 -3.89
H60 -0.52 0.44 -2.95
H61 -0.92 0.64 -0.92
C28 -0.19 4.03 -0.77
C29 -1.21 5.04 -0.25
C30 -1.34 6.18 -1.25
C31 -2.60 7.02 -1.10
C32 -3.87 6.19 -0.99
C33 -3.77 5.08 0.09
N4 -2.50 4.36 -0.14
O6 -2.47 3.16 0.64
C34 -3.93 5.71 1.47
C35 -4.91 4.11 -0.19
C36 -0.64 5.57 1.08
H62 0.80 4.48 -0.83
H63 -0.46 3.61 -1.74
H64 -0.13 3.17 -0.10
H65 -0.46 6.82 -1.13
H66 -1.25 5.83 -2.28
H67 -2.66 7.68 -1.97
H68 -2.51 7.72 -0.26
H69 -4.11 5.73 -1.95
H70 -4.74 6.81 -0.78
H71 -4.96 6.02 1.66
H72 -3.71 4.96 2.24
H73 -3.27 6.56 1.64
H74 -4.74 3.59 -1.14
H75 -4.95 3.30 0.54
H76 -5.86 4.65 -0.28
H77 -1.21 6.38 1.55
H78 0.35 6.00 0.93
H79 -0.52 4.75 1.80
H80 -2.33 3.50 1.53
C37 -3.16 2.03 -3.06
C38 -2.85 3.29 -3.89
O7 -3.45 3.29 -5.17
O8 -2.26 1.92 -2.00
H81 -3.12 1.17 -3.73
H82 -4.22 2.04 -2.78
H83 -1.75 3.31 -4.01
H84 -3.10 4.20 -3.34
H85 -3.06 2.53 -5.63
H86 -2.39 2.66 -1.37
C39 -4.37 1.53 2.25
C40 -4.01 0.06 2.36
O9 -5.17 -0.77 2.31
O10 -4.91 1.83 0.96
H87 -3.50 2.15 2.50
H88 -5.14 1.79 2.98
H89 -3.48 -0.10 3.31
H90 -3.33 -0.30 1.58
H91 -5.63 -0.66 3.15
H92 -4.78 2.78 0.81
C41 2.11 3.20 -5.12
C42 2.97 2.77 -3.94
O11 2.32 3.15 -2.73
O12 0.82 2.65 -5.10
H93 2.62 2.92 -6.05
H94 2.16 4.30 -5.15
H95 3.97 3.20 -4.02
H96 3.06 1.68 -3.93
H97 1.85 3.98 -2.81
H98 0.53 2.67 -4.18
C43 -4.14 -0.21 -1.89
C44 -5.20 0.67 -2.55
O13 -5.33 1.88 -1.81
O14 -4.72 -1.15 -1.00
H99 -3.42 0.43 -1.36
H100 -3.50 -0.74 -2.61
H101 -6.16 0.14 -2.57
H102 -4.95 0.89 -3.58
H103 -5.22 1.66 -0.87
H104 -4.89 -0.74 -0.15
C45 -0.05 -7.40 1.90
C46 -1.12 -7.56 0.82
O15 -1.42 -6.35 0.17
O16 -0.42 -6.33 2.75
H105 0.94 -7.23 1.47
H106 0.04 -8.35 2.45
H107 -2.03 -7.91 1.33
H108 -0.85 -8.35 0.12
H109 -1.86 -5.79 0.82
H110 -0.08 -6.52 3.63

Output
energy above the lowest of the compared OMol25 structures with the same formula, charge and spin = 8.506 eV
LUMO = 0.18 eV

---

# 2
ORCA calculation (the ωB97M-V functional and the def2-TZVPD basis) on a molecular structure, C46H119BMnO23 at a distorted geometry.

Cartesian coordinates (Å):
Mn1 -2.81 0.51 -2.38
C1 -0.26 0.65 0.89
C2 -0.42 -0.32 -0.27
O1 -0.89 0.32 -1.46
H1 -0.08 0.19 1.85
H2 -1.21 1.17 1.04
H3 0.50 1.42 0.75
H4 -1.19 -1.04 0.03
H5 0.51 -0.85 -0.44
B1 -4.31 -0.05 -0.81
H6 -4.98 -0.31 -0.01
H7 -3.89 -0.88 -1.36
H8 -4.90 0.54 -1.50
H9 -3.49 0.52 -0.40
C3 -0.66 -6.99 -0.35
O2 -1.64 -6.00 -0.65
C4 -1.55 -4.90 0.22
C5 -2.59 -3.78 -0.33
O3 -3.93 -4.35 -0.55
C6 -4.89 -3.38 -0.91
H10 -0.56 -7.11 0.73
H11 0.28 -6.59 -0.71
H12 -0.87 -7.97 -0.79
H13 -0.56 -4.45 0.33
H14 -1.81 -5.23 1.23
H15 -2.21 -3.40 -1.27
H16 -2.64 -2.99 0.42
H17 -4.91 -2.94 -1.91
H18 -4.94 -2.59 -0.16
H19 -5.88 -3.83 -0.93
C7 -1.64 1.46 -5.45
O4 -1.83 1.63 -4.08
C8 -1.52 2.94 -3.69
C9 -1.79 3.26 -2.28
O5 -3.02 2.63 -1.93
C10 -3.44 3.03 -0.59
H20 -0.56 1.45 -5.61
H21 -2.06 2.22 -6.12
H22 -2.04 0.47 -5.65
H23 -2.07 3.65 -4.31
H24 -0.46 3.17 -3.78
H25 -1.94 4.33 -2.17
H26 -0.94 2.94 -1.68
H27 -4.42 2.63 -0.32
H28 -3.51 4.12 -0.60
H29 -2.73 2.83 0.22
C11 3.60 -1.89 -4.61
O6 3.50 -0.54 -4.13
C12 2.34 -0.21 -3.51
C13 2.32 1.24 -3.02
O7 2.95 2.24 -3.85
C14 2.30 2.46 -5.10
H30 4.64 -2.00 -4.90
H31 2.91 -2.23 -5.38
H32 3.57 -2.61 -3.79
H33 2.18 -0.76 -2.58
H34 1.42 -0.36 -4.08
H35 2.74 1.23 -2.01
H36 1.31 1.61 -2.84
H37 1.72 3.38 -5.10
H38 1.69 1.59 -5.33
H39 3.08 2.60 -5.84
C15 2.80 5.75 7.03
O8 1.86 5.47 5.96
C16 0.78 4.68 6.39
C17 0.35 3.78 5.16
O9 -0.23 4.56 4.13
C18 -0.48 3.77 2.96
H40 3.40 6.62 6.79
H41 3.44 4.87 7.17
H42 2.21 5.81 7.94
H43 -0.04 5.36 6.61
H44 1.04 4.10 7.27
H45 -0.39 3.06 5.52
H46 1.26 3.28 4.83
H47 0.45 3.31 2.62
H48 -0.98 4.29 2.14
H49 -1.12 2.93 3.23
C19 2.72 3.83 -0.64
O10 3.97 4.04 -0.09
C20 4.75 2.87 0.11
C21 6.17 3.24 0.64
O11 7.08 2.19 0.51
C22 6.99 1.29 1.64
H50 2.12 4.73 -0.47
H51 2.16 3.10 -0.06
H52 2.69 3.72 -1.72
H53 4.73 2.32 -0.83
H54 4.27 2.20 0.83
H55 6.14 3.85 1.54
H56 6.54 4.05 0.00
H57 7.25 0.29 1.30
H58 6.02 1.27 2.14
H59 7.71 1.52 2.42
C23 -4.92 2.08 -4.32
O12 -4.44 0.88 -3.75
C24 -4.93 -0.27 -4.36
C25 -3.85 -1.36 -4.59
O13 -2.72 -1.17 -3.73
C26 -1.76 -2.20 -3.84
H60 -4.52 2.94 -3.78
H61 -6.00 2.17 -4.22
H62 -4.60 2.10 -5.36
H63 -5.42 -0.08 -5.31
H64 -5.76 -0.65 -3.76
H65 -3.49 -1.40 -5.62
H66 -4.18 -2.37 -4.35
H67 -1.40 -2.31 -4.87
H68 -1.97 -3.20 -3.45
H69 -0.93 -1.77 -3.27
C27 2.97 -5.49 -5.78
O14 2.01 -6.55 -5.61
C28 0.66 -6.12 -5.35
C29 0.51 -5.77 -3.81
O15 1.11 -4.47 -3.67
C30 1.08 -3.98 -2.36
H70 2.95 -4.83 -4.91
H71 2.78 -4.80 -6.60
H72 4.03 -5.72 -5.85
H73 0.02 -6.99 -5.54
H74 0.25 -5.32 -5.97
H75 1.03 -6.53 -3.22
H76 -0.51 -5.93 -3.48
H77 0.04 -4.05 -2.06
H78 1.25 -2.91 -2.24
H79 1.71 -4.48 -1.63
C31 -8.69 4.36 1.69
O16 -7.73 3.46 2.27
C32 -6.77 2.85 1.46
C33 -6.10 1.65 2.15
O17 -5.26 2.05 3.26
C34 -3.86 2.03 2.94
H80 -9.17 4.85 2.53
H81 -9.44 3.84 1.09
H82 -8.24 5.13 1.06
H83 -6.01 3.53 1.06
H84 -7.40 2.47 0.65
H85 -5.58 0.96 1.48
H86 -6.89 1.03 2.57
H87 -3.64 2.80 2.21
H88 -3.48 1.11 2.48
H89 -3.32 2.19 3.88
C35 2.97 0.08 2.97
O18 3.31 0.08 4.36
C36 4.35 0.89 4.74
C37 4.23 2.37 4.74
O19 4.24 2.85 3.44
C38 3.97 4.22 3.35
H90 3.81 -0.37 2.45
H91 2.80 1.08 2.58
H92 2.15 -0.63 2.83
H93 5.18 0.61 4.10
H94 4.61 0.64 5.77
H95 5.03 2.82 5.32
H96 3.34 2.71 5.26
H97 4.20 4.48 2.32
H98 4.61 4.86 3.95
H99 2.93 4.49 3.54
C39 5.59 -2.28 3.48
O20 5.71 -1.73 2.18
C40 5.57 -2.71 1.16
C41 4.05 -3.11 0.88
O21 3.16 -2.03 0.64
C42 3.56 -1.01 -0.24
H100 6.01 -3.28 3.60
H101 4.53 -2.27 3.76
H102 5.93 -1.68 4.32
H103 6.11 -3.61 1.42
H104 6.00 -2.30 0.25
H105 3.77 -3.55 1.84
H106 4.01 -3.84 0.08
H107 2.80 -0.24 -0.37
H108 3.76 -1.35 -1.25
H109 4.39 -0.48 0.23
C43 0.85 -2.95 2.71
O22 -0.46 -3.40 3.11
C44 -1.43 -2.38 3.25
C45 -2.83 -2.93 3.72
O23 -3.66 -1.75 3.85
C46 -4.88 -1.75 3.17
H110 0.76 -2.38 1.78
H111 1.52 -3.81 2.70
H112 1.28 -2.38 3.53
H113 -1.69 -1.77 2.38
H114 -1.10 -1.71 4.04
H115 -2.78 -3.42 4.70
H116 -3.33 -3.61 3.03
H117 -5.41 -0.81 3.29
H118 -5.51 -2.57 3.50
H119 -4.61 -1.92 2.13

Output
charge = -1
expectation value of S² = 12.004
2S+1 = 7
LUMO (spin up / spin down) = 1.89 / 1.89 eV

---

Number 1: E -88190.5669 eV. Number 2: E -128702.2337 eV.